A | DFT (the ωB97M-V functional and the def2-TZVPD basis) results for a single C4H9N3 molecule.

Geometry (Å):
N 0.72 -0.10 -0.68
N 1.87 0.55 -0.17
N 0.64 0.04 -2.08
C -0.62 -0.78 0.88
C 0.58 1.18 0.09
C -1.70 -1.12 0.15
C -0.10 0.81 1.36
H 2.19 0.03 0.64
H 1.34 -0.55 -2.51
H -0.28 -0.31 -2.37
H -0.40 -1.43 1.73
H 0.32 2.07 -0.47
H -1.93 -0.60 -0.78
H -2.30 -1.97 0.43
H -0.94 1.47 1.60
H 0.61 0.71 2.18

Gap between HOMO and LUMO in eV: 9.01
2S+1: 1
SMILES: C=CC[C@H]1NN1N
E_HOMO in eV: -7.79

Mulliken population analysis, charges in e, atoms 1 to 6:
1 N 0.318
2 N -0.651
3 N -0.840
4 C 0.101
5 C 0.109
6 C -0.828



B | DFT (the ωB97M-V functional and the def2-TZVPD basis) results for a single C4H9N3 molecule.

Geometry (Å):
C -0.16 1.41 -0.92
C -0.98 -2.37 0.61
C 0.97 0.46 -0.30
N -1.32 1.46 -0.10
C 2.19 0.92 -0.02
N 0.53 -0.80 -0.04
N -0.54 -0.99 0.59
H -1.50 0.41 0.26
H -1.12 1.99 0.74
H -0.42 0.99 -1.89
H 0.30 2.40 -1.03
H -1.11 -2.66 1.65
H -0.28 -3.04 0.11
H -1.95 -2.42 0.11
H 2.89 0.33 0.55
H 2.49 1.91 -0.32

Gap between HOMO and LUMO in eV: 8.47
2S+1: 1
SMILES: C=C(CN)/N=N/C
E_HOMO in eV: -8.34

Mulliken population analysis, charges in e, atoms 1 to 6:
1 C -0.513
2 C -0.742
3 C 0.621
4 N -0.702
5 C -0.950
6 N -0.361



C | DFT (the ωB97M-V functional and the def2-TZVPD basis) results for 2 unconnected molecules or ions with the total composition C4H9N3.

Geometry (Å):
C 2.09 0.36 -0.23
C -1.95 1.46 0.14
C -0.40 -1.33 -0.69
C -0.98 0.47 0.80
N 1.86 1.19 -1.01
N 2.61 -0.62 0.53
N -0.31 -0.53 0.45
H -2.48 2.17 0.79
H -2.68 0.87 -0.45
H -1.32 1.98 -0.54
H 0.32 -0.92 -1.48
H 0.06 -2.32 -0.52
H -1.46 -1.61 -1.07
H -0.67 0.91 1.85
H 2.14 -0.84 1.36
H 3.16 -1.23 0.07

Gap between HOMO and LUMO in eV: 9.81
2S+1: 1
SMILES: C/C=N\C.N#CN
E_HOMO in eV: -8.96

Mulliken population analysis, charges in e, atoms 1 to 6:
1 C 0.422
2 C -0.964
3 C -0.834
4 C 0.233
5 N -0.453
6 N -0.412



Relative to the most stable structure, the computed energies are A 75.7; B 11.5; C 0.0, all in kcal/mol.